Below is 15 unconnected molecules or ions with the total composition C43H116N2O15, with properties calculated with ωB97M-V/def2-TZVPD.

Computed properties:
Frontier orbital gap: 0.3642 Eh
HOMO energy: -0.3455 Ha

ORCA input file:
```
! RIJCOSX wB97M-V def2-TZVPD def2/J DEFGRID3
* xyz 0 1
C 14.6694 9.8861 11.9619
C 16.1758 9.7259 12.2144
C 16.7527 8.5886 11.3879
O 16.8434 10.9392 12.0497
H 14.2849 8.9662 12.3704
H 14.4532 9.8869 10.8621
H 14.2211 10.7521 12.3789
H 16.2303 9.4744 13.3134
H 17.8144 8.4180 11.5005
H 16.5529 8.7275 10.3294
H 16.2231 7.6995 11.6634
H 16.3742 11.5146 11.3874
C 15.7435 12.9607 8.4339
C 14.9824 13.4835 9.5865
C 13.4890 13.1560 9.6876
O 15.6227 13.0076 10.8085
H 15.6231 11.9275 8.2882
H 16.8400 13.1316 8.4896
H 15.5460 13.4915 7.4786
H 15.0264 14.5748 9.5967
H 12.8844 13.2959 8.7295
H 13.0427 13.7208 10.4952
H 13.3475 12.0936 9.9681
H 14.9850 13.1098 11.5356
C 17.8049 21.3955 11.9964
C 16.3982 20.9608 11.9529
C 16.2623 19.6911 11.0913
O 15.9708 20.5371 13.2819
H 18.4963 20.6379 12.4040
H 17.9698 22.2624 12.6036
H 18.2368 21.5173 10.9809
H 15.6491 21.7167 11.6018
H 16.5245 19.7882 9.9562
H 15.2206 19.4281 11.0937
H 16.7886 18.8930 11.6244
H 15.9806 21.2978 13.8766
C 15.4796 16.8351 19.3351
C 14.9864 15.4559 18.9622
C 13.4774 15.5688 18.6151
O 15.7219 14.8700 17.8516
H 15.1939 17.5641 18.5380
H 16.5536 16.8856 19.4691
H 15.0192 17.1160 20.2672
H 15.2081 14.7263 19.7361
H 13.2361 16.4238 17.8920
H 12.9238 15.8388 19.4991
H 13.0383 14.6080 18.2528
H 15.7801 15.5190 17.1319
C 8.5805 16.0739 16.8699
C 9.6628 16.8520 16.1045
C 10.3349 17.9352 16.8761
O 10.7182 16.0677 15.6927
H 8.0433 15.4410 16.1622
H 7.9492 16.8370 17.3834
H 8.9860 15.4428 17.6195
H 9.2546 17.3387 15.1649
H 10.8777 18.5537 16.2094
H 10.8774 17.4380 17.6977
H 9.5207 18.5437 17.3566
H 10.4488 15.3642 15.0784
C 12.0794 10.2324 16.9688
C 10.7429 10.0877 17.7511
C 10.9756 9.7386 19.2117
O 9.8669 11.2408 17.6427
H 11.8710 10.4698 15.9445
H 12.6108 9.3276 17.0947
H 12.6289 11.1237 17.3544
H 10.1206 9.3295 17.2487
H 11.7279 8.9609 19.2623
H 10.0276 9.4102 19.5835
H 11.2753 10.5958 19.8418
H 10.2224 12.0676 17.9480
C 17.9462 15.8782 11.1759
C 19.3539 16.1474 11.7265
C 20.3384 15.0282 11.3279
O 19.7742 17.4679 11.4227
H 17.2295 16.6200 11.5516
H 17.5278 14.8994 11.5206
H 17.8734 15.9565 10.0872
H 19.0947 16.0701 12.7683
H 21.3228 15.2308 11.7579
H 20.3823 14.9924 10.2588
H 19.9629 14.0930 11.6249
H 20.7276 17.5177 11.5074
C 17.0485 18.7976 15.9585
C 17.1738 17.3710 15.4728
C 18.2153 16.7432 16.2690
O 15.9799 16.6912 15.6335
H 16.0876 19.2441 15.5357
H 17.8868 19.4544 15.6343
H 16.9574 18.8710 17.0937
H 17.5163 17.4259 14.4218
H 19.2506 17.1054 16.1312
H 18.3567 15.6220 16.1418
H 17.9478 16.9913 17.3696
H 15.5098 16.7839 14.7986
C 19.6450 11.2648 15.4812
C 19.2663 12.5189 14.6985
C 20.3004 13.6466 14.7999
O 19.0414 12.1428 13.3144
H 19.9109 11.4496 16.5387
H 20.5888 10.8330 15.0917
H 18.9121 10.5455 15.4181
H 18.3342 12.8926 15.0889
H 20.3121 13.9570 15.8164
H 19.9232 14.4627 14.1115
H 21.3377 13.3645 14.3766
H 18.3238 11.5626 13.1306
C 10.6664 11.0074 13.1813
C 9.1407 10.8498 13.4171
C 8.7856 9.3471 13.5822
O 8.7491 11.7159 14.4983
H 10.9072 10.4073 12.2390
H 11.2475 10.7566 14.0770
H 10.9882 12.0700 12.9032
H 8.6485 11.3027 12.5508
H 8.4556 8.9036 12.6320
H 7.8745 9.1299 14.2191
H 9.6033 8.7015 13.8717
H 9.2065 11.4835 15.3147
C 12.8428 18.8250 14.2972
C 13.0513 17.5002 13.6594
C 12.3526 17.4550 12.2978
O 14.4202 17.2843 13.4805
H 13.2506 19.6085 13.6683
H 13.2427 18.8371 15.3037
H 11.7387 19.0303 14.3865
H 12.7295 16.6948 14.3966
H 12.7194 16.5593 11.7712
H 12.5976 18.3561 11.7297
H 11.2811 17.3597 12.3892
H 14.8507 18.1505 13.2561
C 19.9755 12.9515 18.5018
C 20.1518 13.9818 19.6301
C 18.8470 14.1410 20.4007
O 21.1195 13.4887 20.5586
H 19.6379 11.9976 18.9659
H 20.9871 12.7770 18.0127
H 19.1994 13.2418 17.8509
H 20.4944 14.9783 19.1848
H 19.0779 14.8315 21.2140
H 18.5640 13.2309 20.8701
H 17.9937 14.6430 19.7985
H 21.8587 13.1486 20.0892
C 15.3899 10.0358 17.7415
C 15.7900 11.4072 18.4446
C 16.7599 11.1661 19.5647
O 16.3059 12.1688 17.3461
H 14.5451 10.2469 17.0485
H 15.2040 9.2896 18.5362
H 16.1764 9.7205 17.1080
H 14.8267 11.8321 18.7903
H 17.5560 10.5225 19.3244
H 16.2181 10.7140 20.4325
H 17.1892 12.0677 19.9357
H 16.0698 13.0969 17.4418
C 7.7199 13.3635 11.1587
C 8.2719 14.6054 11.8072
C 7.1517 15.5120 12.3316
O 9.2193 14.4081 12.8678
H 7.1149 13.5864 10.2793
H 7.1258 12.7730 11.8827
H 8.5839 12.6794 10.9223
H 8.7258 15.1810 10.9690
H 6.7174 14.9231 13.1985
H 6.3490 15.6999 11.5531
H 7.4964 16.4345 12.7358
H 8.9858 13.5955 13.3474
C 14.2510 13.5023 14.0289
O 13.7722 13.3794 12.9156
N 15.4626 12.9854 14.2391
N 13.6092 14.0970 15.0782
H 15.8676 12.3820 13.5569
H 15.7673 12.9565 15.2054
H 14.0733 14.2741 15.9325
H 12.7636 14.6433 14.8098
*
```

=====

Below is 8 unconnected molecules or ions with the total composition C20H48N15O12P, with properties calculated with ωB97M-V/def2-TZVPD.

Computed properties:
Frontier orbital gap: 0.3169 Eh
SMILES: CCOP(=O)(CCC1=CC(=O)C=C(CN)C1=O)OCC.NC(N)=O.NC(N)=O.NC(N)=O.NC(N)=O.NC(N)=O.NC(N)=O.NC(N)=O
HOMO energy: -0.3033 Ha

ORCA input file:
```
! RIJCOSX wB97M-V def2-TZVPD def2/J DEFGRID3
* xyz 0 1
C 1.5838 -1.9443 1.0693
C 2.6176 -0.7755 1.4717
O 1.9797 0.4838 1.8158
P 1.7819 1.4998 0.4796
O 2.8218 2.6163 0.3705
C 0.0956 2.3720 0.6565
C -1.0259 1.4596 1.3467
C -2.2563 1.0969 0.4080
C -3.5297 1.7158 0.4928
C -4.7021 1.2186 -0.4867
O -5.4949 2.0131 -1.0192
C -4.7201 -0.3639 -0.7338
C -3.4595 -0.9766 -0.8197
C -3.1771 -2.5228 -1.0149
N -1.9931 -2.8390 -0.1239
C -2.1608 -0.0452 -0.7148
O -1.1933 -0.1912 -1.4761
O 1.6444 0.5140 -0.8820
C 2.8456 0.5021 -1.7014
C 2.5081 1.2581 -3.0609
H 1.8188 -2.8509 1.7107
H 1.7398 -2.2831 -0.0175
H 0.4959 -1.6581 1.2178
H 3.4311 -0.7024 0.6852
H 3.1335 -1.1441 2.4266
H 0.3093 3.2354 1.3840
H -0.2395 2.8550 -0.3112
H -0.5698 0.4780 1.6925
H -1.4262 1.9801 2.2880
H -3.7309 2.5517 1.2384
H -5.6630 -0.9769 -0.8356
H -4.0149 -3.2057 -0.6808
H -2.8199 -2.7238 -2.0963
H -2.1909 -3.6473 0.4703
H -1.1518 -2.9714 -0.6923
H 3.7910 0.8478 -1.1818
H 3.0266 -0.5996 -1.9830
H 1.6027 0.7101 -3.5139
H 3.3497 1.1091 -3.8235
H 2.1866 2.3458 -2.9431
N 6.5146 4.2868 -2.6807
C 5.6197 3.5524 -1.9656
N 4.4931 4.2107 -1.6158
O 5.8202 2.3821 -1.6618
H 6.3704 5.2449 -2.9396
H 7.3658 3.8287 -2.9591
H 3.8073 3.6944 -1.0836
H 4.3071 5.1672 -1.8537
N -9.3927 -3.2756 -0.6517
C -8.3917 -2.6585 0.0298
N -8.7429 -2.1794 1.2481
O -7.2614 -2.5450 -0.4223
H -10.3262 -3.3798 -0.3002
H -9.1692 -3.6443 -1.5606
H -8.0256 -1.7139 1.7851
H -9.6640 -2.2625 1.6359
N -0.1265 -3.2811 -4.3528
C -1.0775 -4.2490 -4.3234
N -0.9313 -5.2213 -5.2602
O -1.9947 -4.2453 -3.5158
H 0.6342 -3.2648 -5.0065
H -0.2020 -2.5416 -3.6723
H -1.6181 -5.9563 -5.2691
H -0.1864 -5.2429 -5.9317
N 2.4997 6.3488 -4.5752
C 1.6164 5.6014 -3.8622
N 0.4798 6.2512 -3.5034
O 1.8294 4.4363 -3.5678
H 2.3448 7.3073 -4.8282
H 3.3544 5.9005 -4.8599
H -0.1988 5.7295 -2.9741
H 0.2855 7.2077 -3.7353
N 5.2396 -4.7209 3.6989
C 4.1825 -3.9201 3.9896
N 3.9732 -3.7116 5.3143
O 3.4746 -3.4253 3.1258
H 5.8332 -5.1367 4.3925
H 5.4264 -4.8983 2.7265
H 3.1983 -3.1224 5.5688
H 4.5422 -4.1078 6.0393
N 5.9694 1.8456 1.0345
C 6.1695 1.4248 2.3059
N 7.4379 1.5978 2.7702
O 5.2830 0.9274 2.9873
H 6.6842 2.2547 0.4626
H 5.0427 1.7359 0.6525
H 7.6266 1.2973 3.7111
H 8.1799 2.0026 2.2302
N -7.7005 -1.5382 5.6454
C -6.9341 -0.8551 4.7569
N -6.1597 0.1161 5.3016
O -6.9406 -1.0961 3.5592
H -7.7095 -1.3560 6.6319
H -8.2885 -2.2673 5.2783
H -5.5771 0.6442 4.6734
H -6.1386 0.3305 6.2814
*
```

=====

Below is 2 unconnected molecules or ions with the total composition C2HNO4, with properties calculated with ωB97M-V/def2-TZVPD.

Computed properties:
Frontier orbital gap: 0.3900 Eh
SMILES: O=C=NO.O=C=O
Energy above the lowest of the compared OMol25 structures with the same formula, charge and spin: 100.3 kJ/mol
HOMO energy: -0.3855 Ha

ORCA input file:
```
! RIJCOSX wB97M-V def2-TZVPD def2/J DEFGRID3
* xyz 0 1
O -0.9118 -0.4922 -2.3392
C -1.0763 -0.1822 -1.2304
N -1.4723 -0.2240 -0.1113
O -1.3020 0.3762 1.1049
H -2.0639 0.9523 1.1439
O 1.5895 -0.6337 -0.2875
C 2.2419 -0.1058 0.4829
O 2.9949 0.3094 1.2368
*
```

=====

Below is a molecular structure, C4H9N3O, with properties calculated with ωB97M-V/def2-TZVPD.

Computed properties:
Frontier orbital gap: 0.3251 Eh
Energy above the lowest of the compared OMol25 structures with the same formula, charge and spin: 438.2 kJ/mol
HOMO energy: -0.3127 Ha

ORCA input file:
```
! RIJCOSX wB97M-V def2-TZVPD def2/J DEFGRID3
* xyz 0 1
C -1.0938 0.0780 -0.3700
C -1.6479 -0.5836 0.8772
C 0.7989 -1.3560 -0.6765
N 0.7515 -2.4533 -0.2825
H -1.3758 -0.4522 -1.2826
H -1.5576 1.0560 -0.5115
H -1.4249 -0.0043 1.7782
H -1.2467 -1.5879 1.0196
H -2.7363 -0.6760 0.8266
C 0.6337 1.1188 -0.2624
N 0.9962 1.1979 1.0601
N 1.5827 -0.2847 -1.1044
O 0.7301 2.0316 -1.0461
H 0.5590 1.9521 1.5682
H 1.1250 0.3562 1.6018
H 1.3172 0.0836 -2.0189
H 2.5887 -0.4762 -1.1769
*
```

=====

Below is 8 unconnected molecules or ions with the total composition C24H67N5O12S, with properties calculated with ωB97M-V/def2-TZVPD.

Computed properties:
Frontier orbital gap: 0.1675 Eh
HOMO energy: -0.0378 Ha

ORCA input file:
```
! RIJCOSX wB97M-V def2-TZVPD def2/J DEFGRID3
* xyz -2 1
N -0.2570 -0.1970 0.7452
H -0.1244 0.0078 -0.3146
H 0.6179 -0.7158 1.0532
H -0.9885 -0.9198 0.9415
H -0.2699 0.6185 1.3926
N 1.0272 -3.7590 -0.0668
H 1.4451 -4.6612 0.0949
H 1.0470 -3.5115 -1.1116
H 1.5349 -2.9590 0.4203
H 0.0074 -3.5846 0.1969
S 1.0382 -1.2061 -2.7540
O 0.7412 -2.6360 -2.3870
O 2.4778 -0.9839 -2.9855
O 0.3204 -1.0911 -4.0569
O 0.4637 -0.2165 -1.8000
C 4.3340 -1.5012 2.3331
C 2.8548 -1.7670 2.6305
C 2.3834 -0.8961 3.8044
O 2.0669 -1.4800 1.5317
H 4.3532 -0.4237 2.1443
H 4.7178 -2.0901 1.5058
H 5.0010 -1.6529 3.1961
H 2.6536 -2.8318 2.8589
H 2.9811 -1.0846 4.7099
H 1.3545 -1.1937 4.0139
H 2.4984 0.1469 3.5113
C -1.7910 -5.2853 1.7218
C -2.4702 -3.9415 1.3511
C -2.9261 -3.3230 2.6895
O -1.6521 -3.1577 0.5722
H -0.9112 -5.1892 2.3584
H -1.5573 -5.8578 0.8204
H -2.5630 -5.8489 2.2673
H -3.3790 -4.1351 0.7457
H -2.0516 -3.1878 3.3392
H -3.6873 -3.9669 3.1300
H -3.2382 -2.2909 2.5061
C -3.9006 3.0152 1.8181
O -3.7340 2.0308 2.7946
C -2.7305 2.3524 3.7506
C -1.5345 1.4011 3.5062
N -0.5828 2.0340 2.5698
C 0.6429 2.4627 3.2407
C 0.4853 3.7807 4.0046
O -0.2644 4.6588 3.1876
C -0.4836 5.9487 3.7813
H -4.6961 2.7099 1.1414
H -3.0441 3.1692 1.1457
H -4.0974 4.0162 2.2220
H -3.0609 2.1882 4.7824
H -2.4879 3.4126 3.6684
H -1.9572 0.4743 3.1258
H -1.0892 1.1394 4.4703
H -1.0055 2.8947 2.2502
H 1.4902 2.5643 2.5531
H 1.0360 1.6612 3.8686
H 1.4462 4.2108 4.3029
H -0.0856 3.5581 4.9200
H 0.3992 6.5393 3.5205
H -0.6301 5.7733 4.8521
H -1.3945 6.3521 3.3411
C -1.9753 1.7652 -1.9322
O -3.2231 1.1476 -2.0548
C -3.2236 -0.2303 -1.7890
C -2.7303 -0.9387 -3.1023
N -2.2571 -2.3271 -2.9415
C -3.3396 -3.2630 -2.4895
C -4.4463 -3.4385 -3.5408
O -5.4343 -2.4280 -3.2953
C -6.5685 -2.5622 -4.1232
H -1.2882 1.5076 -2.7475
H -1.4764 1.5258 -0.9876
H -2.0643 2.8556 -2.0070
H -4.2208 -0.6805 -1.7295
H -2.7808 -0.6464 -0.8741
H -1.9665 -0.3626 -3.6191
H -3.6181 -0.9410 -3.7396
H -1.9044 -2.2459 -1.9748
H -3.8392 -2.9024 -1.5754
H -2.9306 -4.2200 -2.1586
H -4.8409 -4.4599 -3.5782
H -3.9869 -3.1635 -4.4996
H -7.3007 -1.9292 -3.6118
H -6.9880 -3.5770 -4.0274
H -6.4189 -2.3250 -5.1809
C 5.5587 -1.6745 -2.8273
O 5.6741 -0.4682 -2.1425
C 6.1488 0.5676 -2.9330
C 6.1548 1.9126 -2.2367
N 4.8472 2.3049 -1.7392
C 3.9211 2.5928 -2.8471
C 2.7712 3.4529 -2.3747
O 2.1996 2.8925 -1.2230
C 1.1950 3.6722 -0.6837
H 6.4909 -2.2285 -3.0359
H 5.0216 -1.5555 -3.7778
H 4.9025 -2.3297 -2.2529
H 5.6393 0.5768 -3.9074
H 7.2073 0.3604 -3.1932
H 6.6847 2.6978 -2.8103
H 6.8546 1.8392 -1.3924
H 4.9784 3.2133 -1.2951
H 3.5141 1.6906 -3.3141
H 4.5492 3.0784 -3.6211
H 2.0211 3.6292 -3.1545
H 3.1116 4.4540 -2.0430
H 1.4940 4.6958 -0.4112
H 0.8054 3.1613 0.1954
H 0.3038 3.7289 -1.3275
*
```

=====

Below is a molecular structure, C19H48AsCl2F6MnNO5PSi3, with properties calculated with ωB97M-V/def2-TZVPD.

Computed properties:
Frontier orbital gap (alpha / beta): 0.2869 / 0.2800 Eh
<S²>: 8.8316
Energy above the lowest of the compared OMol25 structures with the same formula, charge and spin: 85.8 kJ/mol
HOMO energy (alpha / beta): -0.4458 / -0.4739 Ha

ORCA input file:
```
! RIJCOSX wB97M-V def2-TZVPD def2/J DEFGRID3
* xyz 1 6
Mn 0.2661 -0.9195 0.4777
C -1.3960 3.4734 1.7812
C -1.5464 2.0019 1.4726
O -0.4260 1.4875 0.7074
H -2.1370 3.7608 2.5278
H -1.5364 4.1055 0.9068
H -0.4117 3.6820 2.2059
H -2.4246 1.7997 0.8599
H -1.6483 1.4308 2.3872
H 0.3773 1.6180 1.2347
C -1.0896 4.9954 -1.5086
Si -2.2349 3.7148 -2.2379
C -3.8231 3.5120 -1.2880
C -2.6618 4.2040 -3.9857
As -1.0729 1.6185 -2.2618
Si 1.0599 2.1301 -3.2433
C 2.0397 2.7675 -1.7976
C 0.8490 3.4709 -4.5176
C 1.6655 0.6115 -4.1291
Si -2.4702 -0.1034 -3.2192
C -3.6946 -0.4630 -1.8774
C -3.2269 0.6968 -4.7203
C -1.3370 -1.4870 -3.7034
H -1.6896 5.7967 -1.0715
H -0.4678 5.4378 -2.2882
H -0.4337 4.6102 -0.7304
H -4.2226 4.5030 -1.0602
H -3.7251 2.9700 -0.3488
H -4.5611 2.9910 -1.9010
H -3.0580 5.2218 -3.9150
H -3.4331 3.5763 -4.4269
H -1.8107 4.2279 -4.6616
H 1.5655 3.6830 -1.4398
H 3.0612 3.0205 -2.0909
H 2.0715 2.0591 -0.9692
H 0.4925 4.4160 -4.1130
H 0.1881 3.1706 -5.3310
H 1.8411 3.6452 -4.9456
H 1.5958 -0.2955 -3.5325
H 2.7050 0.7538 -4.4348
H 1.0727 0.4781 -5.0363
H -4.3576 0.3918 -1.7313
H -3.1955 -0.6784 -0.9314
H -4.3079 -1.3283 -2.1376
H -4.0404 1.3726 -4.4587
H -3.6361 -0.0978 -5.3503
H -2.4991 1.2489 -5.3162
H -0.6394 -1.7248 -2.9003
H -0.7746 -1.2177 -4.5992
H -1.9206 -2.3838 -3.9255
Cl 4.9635 -0.5399 1.9915
C 3.4310 -0.7616 2.8857
Cl 3.1455 0.5456 4.0130
C 2.3365 -0.8970 1.8454
O 2.1345 -1.9997 1.3121
O 1.6559 0.1213 1.4939
H 3.5173 -1.6937 3.4353
F -1.7164 -0.7908 1.4695
P -1.4885 -1.4455 3.0382
F -1.1400 -2.1189 4.4149
F -2.4746 -2.6228 2.6274
F -0.2442 -2.2552 2.2579
F -2.6701 -0.5477 3.5795
F -0.4269 -0.2593 3.3016
C -0.1085 -4.3211 -1.1827
C -0.9739 -3.4108 -0.3325
C -2.4555 -3.5610 -0.6229
O -0.6146 -2.0361 -0.5605
H -0.3825 -5.3605 -0.9997
H 0.9448 -4.2119 -0.9267
H -0.2402 -4.1151 -2.2468
H -0.8075 -3.6533 0.7169
H -2.6709 -3.3164 -1.6651
H -3.0393 -2.9137 0.0283
H -2.7621 -4.5921 -0.4437
C 4.6562 -2.4808 -1.5951
N 3.7355 -1.3528 -1.5347
C 4.2984 -0.0291 -1.7294
C 2.4774 -1.5476 -1.2096
O 1.6177 -0.6398 -1.0841
H 4.9710 -2.6623 -2.6226
H 4.1744 -3.3696 -1.1964
H 5.5320 -2.2584 -0.9864
H 4.9084 0.2486 -0.8687
H 3.4954 0.6872 -1.8474
H 4.9219 -0.0363 -2.6234
H 2.2030 -2.5932 -1.0804
*
```